1.
C24H25N3O6 | wB97M-V/def2-TZVPD

Atoms and positions in Å:
O1 -2.4605 -3.4747 -1.1113
O2 -1.4015 -0.2083 -0.4640
O3 4.6665 3.1036 -0.1405
O4 2.2228 -3.0486 -0.2613
O5 2.9385 2.0416 -1.1336
O6 2.5358 -0.5363 -0.5764
N1 -3.5048 -1.1576 -0.3952
N2 -0.3773 -2.5655 -1.2473
N3 5.3909 -0.7045 1.6025
C1 -4.3760 -0.1342 -0.0179
C2 1.7216 -5.1795 0.1376
C3 -4.8650 2.1203 0.6056
C4 1.4003 -4.0546 -0.5802
C5 -3.9411 1.1600 0.2386
C6 4.3228 4.3057 -0.8248
C7 5.4037 0.5368 1.2218
C8 0.3417 -3.7691 -1.5944
C9 3.0927 -3.4959 0.6702
C10 4.3131 0.8311 0.3093
C11 -7.1906 2.8943 1.1251
C12 4.3200 -1.3396 0.9874
C13 3.9090 2.0295 -0.3843
C14 2.8173 -4.8268 0.9419
C15 6.4216 1.5067 1.6812
C16 3.6173 -0.3547 0.1578
C17 -6.6534 0.5249 0.4672
C18 -8.1037 0.1685 0.5848
C19 4.9196 4.3388 -2.2250
C20 -6.2165 1.8291 0.7256
C21 -1.6890 -2.5342 -1.0063
C22 -5.7295 -0.4382 0.0995
C23 -2.1751 -1.1402 -0.5857
C24 4.0952 -2.6594 1.2201
H1 3.2319 4.3870 -0.8776
H2 -0.3807 -4.5878 -1.6336
H3 0.8021 -3.6432 -2.5832
H4 1.2313 -6.1297 0.0878
H5 7.1176 1.0155 2.3547
H6 -4.5228 3.1258 0.8041
H7 -7.7063 2.6188 2.0447
H8 -8.7027 0.7717 -0.0965
H9 4.7725 -3.1387 1.9130
H10 2.3229 0.3420 -0.9839
H11 -8.4635 0.3570 1.5957
H12 -2.8959 1.4035 0.1497
H13 -7.9462 3.0340 0.3523
H14 5.9984 4.2093 -2.1778
H15 4.6956 5.2923 -2.6946
H16 6.9573 1.9154 0.8260
H17 4.7269 5.1096 -0.2057
H18 0.1512 -1.7170 -1.0729
H19 -3.9189 -2.0738 -0.5618
H20 5.9367 2.3385 2.1897
H21 4.4937 3.5408 -2.8286
H22 -6.0612 -1.4478 -0.1018
H23 -8.2643 -0.8805 0.3504
H24 -6.6810 3.8408 1.2851
H25 3.3389 -5.4525 1.6367

Calculated values
HOMO level (eV): -8.0
E_LUMO (eV): -0.70
2S+1: 1
Energy (eV): -42050.1508

2.
C24H25N3O7S | wB97M-V/def2-TZVPD

Atoms and positions in Å:
S1 -0.3659 -3.9907 -4.6629
O1 1.2701 3.7503 2.0144
O2 0.0853 -2.4541 2.0809
O3 -2.2053 2.5284 4.6940
O4 -2.7392 0.8923 1.2565
O5 -1.5344 -3.8025 -5.4721
O6 -1.0683 0.6124 2.7250
O7 0.1510 -5.3137 -4.4723
N1 0.8447 -3.0961 -5.3536
N2 -1.4303 -1.5166 0.6455
N3 -0.6570 3.1261 3.0974
C1 -1.8814 -1.7194 -1.6856
C2 1.0920 3.7034 4.4460
C3 -1.1110 2.9337 4.3981
C4 -1.6522 -2.2921 -2.9212
C5 2.2932 4.1170 4.9827
C6 -1.4295 2.8058 1.9199
C7 0.8751 -0.6813 -4.8354
C8 2.1913 -3.2690 -4.8676
C9 2.5807 -2.2073 -3.8363
C10 1.3446 3.7760 7.1827
C11 0.6649 3.5565 3.0366
C12 -1.3961 -0.7622 2.9303
C13 0.5283 -1.7782 -5.8448
C14 0.0228 3.3281 5.2662
C15 -0.8127 -1.6830 1.8402
C16 0.1324 3.3586 6.6405
C17 -0.6995 -3.2866 -3.0448
C18 2.3371 -0.8144 -4.4137
C19 2.4040 4.1479 6.3699
C20 -2.6558 3.7042 1.7707
C21 -1.8401 1.3376 1.9275
C22 0.0106 -3.7285 -1.9454
C23 -0.2098 -3.1602 -0.7033
C24 -1.1544 -2.1434 -0.5706
H1 2.9807 -0.6638 -5.2836
H2 3.6318 -2.3314 -3.5719
H3 -2.6234 -0.9421 -1.5731
H4 2.2452 -4.2750 -4.4516
H5 0.3395 -3.4960 0.1603
H6 -2.3477 4.7387 1.6449
H7 -3.2276 3.3895 0.9027
H8 -2.4848 -0.8760 2.9725
H9 3.1138 4.4038 4.3441
H10 0.2343 -0.7726 -3.9559
H11 -0.5345 -1.7833 -6.0870
H12 -3.2850 3.6210 2.6533
H13 -2.1702 -0.8165 0.6075
H14 2.8702 -3.2097 -5.7269
H15 -0.9465 -1.0278 3.8881
H16 3.3321 4.4662 6.8202
H17 0.6965 0.2948 -5.2890
H18 -0.6958 3.0673 7.2673
H19 1.4615 3.8096 8.2554
H20 2.5859 -0.0520 -3.6731
H21 -2.2111 -1.9931 -3.7937
H22 1.0961 -1.6164 -6.7689
H23 -0.7512 2.9490 1.0656
H24 0.7214 -4.5296 -2.0718
H25 1.9837 -2.3338 -2.9309

Calculated values
HOMO level (eV): -8.8
E_LUMO (eV): -0.75
2S+1: 1
Energy (eV): -54933.7622

3.
C24H25N5O5S | wB97M-V/def2-TZVPD

Atoms and positions in Å:
S1 3.2086 0.0056 -2.7319
O1 1.6949 -0.9937 0.3906
O2 4.8772 0.4352 0.6159
O3 -5.2878 1.1009 0.1750
O4 0.8334 -1.3555 -2.9606
O5 -3.4367 -3.0819 -0.1198
N1 -1.2489 0.4895 -0.9261
N2 4.4560 -1.4600 -0.4465
N3 -3.0939 -1.1078 0.5379
N4 0.8198 0.4200 -1.9795
N5 2.5090 2.0317 -1.4367
C1 1.6942 -0.4161 1.6164
C2 1.2855 4.6326 0.9770
C3 3.8464 -2.3529 0.6358
C4 -0.1778 4.0950 1.2270
C5 -1.1906 -0.9039 -1.7254
C6 0.2012 -0.8266 -2.2905
C7 -6.1849 -0.3624 -1.2467
C8 -1.3224 -1.9914 -0.5342
C9 2.2569 -2.2196 0.6753
C10 -0.1876 1.0295 -1.1278
C11 -6.0928 1.6561 -0.8037
C12 -0.5550 2.9848 0.5284
C13 -6.4542 0.7225 -1.6962
C14 2.1192 3.5300 0.2404
C15 -2.7384 -2.1121 -0.1889
C16 1.7140 2.6171 -0.4495
C17 1.6890 -2.5878 2.0882
C18 -4.6328 -0.9559 0.8952
C19 4.7004 0.3672 -1.7510
C20 -5.4156 -0.2303 -0.0348
C21 1.6080 -1.0520 2.9053
C22 4.7696 -0.2463 -0.4562
C23 2.0360 0.8836 -1.6578
C24 0.2775 2.3604 -0.3745
H1 4.7236 1.4966 -1.6820
H2 -6.3034 2.9180 -0.9431
H3 -0.4819 -1.9985 0.1325
H4 -6.1844 -1.3598 -1.6216
H5 -1.8844 -0.7058 -2.2832
H6 0.7899 0.4689 1.7400
H7 -7.3593 0.9725 -2.5003
H8 -4.3339 -0.3888 1.7574
H9 -1.0300 -2.9901 -1.2831
H10 -4.9129 -1.8837 0.8782
H11 3.3011 3.9480 0.4464
H12 2.3551 -3.3712 2.7771
H13 0.8017 -1.3235 3.5423
H14 2.4742 0.3959 1.9023
H15 -0.8385 4.7424 1.7724
H16 4.1734 -3.2736 0.9210
H17 1.6513 5.4338 1.5553
H18 -1.6511 2.6783 0.4572
H19 4.0892 -1.6933 1.7869
H20 4.0715 -2.0194 -1.3142
H21 0.7888 -3.1008 2.0801
H22 -2.7951 -0.1014 0.4379
H23 2.4241 -0.9985 3.4311
H24 2.0443 -2.8067 -0.0612
H25 5.5096 -0.1450 -2.4994

Calculated values
HOMO level (eV): -8.3
E_LUMO (eV): -0.09
2S+1: 1
Energy (eV): -53797.7697

4.
C24H26As2IN2O3Pr | wB97M-V/def2-TZVPD

Atoms and positions in Å:
Pr1 -0.3186 -1.4959 -0.5025
I1 -1.8358 -3.3775 -2.3399
As1 -1.5023 0.8805 -2.8596
As2 0.1551 1.9479 -0.1776
O1 1.8677 -2.4132 -0.5337
O2 -1.6534 -0.4924 1.1425
O3 3.7371 -3.0893 3.0723
N1 0.3855 -2.8704 1.4281
N2 1.7286 -3.0239 1.7040
C1 -2.4125 -2.9771 3.7737
C2 4.7447 -2.6570 -0.3789
C3 -0.5623 -3.1895 2.3720
C4 -1.7269 -2.4450 2.6577
C5 -4.3820 -1.9393 3.0819
C6 -3.6833 -1.1440 2.2118
C7 -3.7253 -2.6248 4.1079
C8 -2.3377 -1.3771 1.9036
C9 1.8509 2.9760 -0.0451
C10 -3.4209 0.5967 -3.0860
C11 6.6884 -2.4378 1.1409
C12 2.4708 -2.7053 0.5969
C13 -2.2405 5.1053 -3.0133
C14 4.5126 -3.0472 2.0820
C15 6.1231 -2.3697 -0.1418
C16 -2.2558 3.7430 -3.2935
C17 -0.6431 2.5119 1.4914
C18 5.9132 -2.8761 2.2280
C19 -1.4936 2.8099 -2.5449
C20 -1.5205 5.5332 -1.8897
C21 -1.2002 0.9378 -4.8155
C22 -0.8015 4.6149 -1.1212
C23 3.9235 -2.8504 0.7747
C24 -0.8232 3.2509 -1.4036
H1 -1.7300 0.1505 -5.3937
H2 -0.2130 5.0208 -0.2585
H3 7.7524 -2.2534 1.3788
H4 2.7221 -3.0998 2.7394
H5 6.7623 -1.9987 -0.9462
H6 -4.1098 -2.8514 5.1005
H7 1.8401 3.8168 0.6508
H8 -0.1011 2.0202 2.3356
H9 2.6717 2.2681 0.2530
H10 2.0676 3.3450 -1.0634
H11 -3.9810 0.8768 -2.2323
H12 -1.4606 1.9022 -5.2511
H13 -2.7575 5.8166 -3.6599
H14 -1.4619 6.6173 -1.5885
H15 -1.6389 2.1144 1.4041
H16 -0.4704 -4.1013 2.9371
H17 -4.1590 -0.3973 1.5998
H18 4.3506 -2.7149 -1.3944
H19 -3.6839 1.0758 -4.0319
H20 -5.4946 -1.9357 3.0471
H21 -2.7446 3.3544 -4.1946
H22 6.4047 -2.8827 3.2088
H23 -0.5502 3.5992 1.5994
H24 -3.5493 -0.4776 -3.2822
H25 -0.1158 0.7887 -5.0500
H26 -1.9114 -3.5590 4.4697

Calculated values
<S²>: 2.0026
HOMO level (spin up / spin down) (eV): -7.5 / -7.5
E_LUMO (spin up / spin down) (eV): -0.86 / -0.85
2S+1: 3
Energy (eV): -178279.4665

> What is the formula in the fourth record?

C24H26As2IN2O3Pr

> The highest 2S+1 belongs to which entry?

C24H26As2IN2O3Pr

> What is the energy in the first record?

-42050.1508 eV